# 1
This record from the Open Molecules 2025 dataset describes a molecular structure, C2ClFI2O at a distorted geometry. The level of theory is the ωB97M-V functional and the def2-TZVPD basis.

Geometry as ORCA input:
```
! RIJCOSX wB97M-V def2-TZVPD def2/J DEFGRID3
* xyz 0 1
F 1.194 0.018 1.316
I -0.947 1.947 1.151
Cl 1.681 0.343 -1.728
O -0.834 -0.485 -1.758
I -1.136 -1.674 1.412
C 0.068 -0.137 -1.127
C -0.027 -0.013 0.734
*
```

Calculated values
Energy relative to the best compared isomer or geometry (same formula, charge and spin) = 0.781 eV
HOMO = -9.9 eV
HOMO-LUMO gap = 0.331 Eh
E = -1306.8497 a.u.



# 2
This record from the Open Molecules 2025 dataset describes a molecular structure, C36H54FN14O8PSc at a distorted geometry. The level of theory is the ωB97M-V functional and the def2-TZVPD basis.

Geometry as ORCA input:
```
! RIJCOSX wB97M-V def2-TZVPD def2/J DEFGRID3
* xyz 3 1
H -3.683 4.165 -3.067
C 4.150 -4.455 0.176
N -2.314 -4.494 2.244
H 1.986 -3.144 4.065
H -5.594 3.720 -1.423
H -4.776 3.283 0.846
H -0.002 -2.623 -4.909
N 2.421 0.076 -5.113
H -2.811 1.456 0.826
H -0.629 2.756 -0.765
H 2.801 0.429 -4.173
N 4.235 2.123 -0.340
O 4.285 5.586 1.699
H 0.698 -3.218 -2.588
C 4.340 4.533 1.129
C 2.530 0.913 -1.541
H 0.605 2.488 4.964
C 0.312 2.778 2.292
H 4.458 -5.499 0.136
H 3.104 -1.332 1.750
H -0.221 -4.394 -3.477
C -0.269 1.758 3.139
H 1.106 4.142 -0.467
C -3.047 3.790 -0.305
C 4.798 3.248 1.654
Sc -0.169 0.493 -0.214
O 2.250 0.597 -2.721
C -5.154 2.747 -1.208
C -1.484 -0.140 4.783
H 5.119 1.184 1.310
C -0.424 -2.345 -3.946
H -3.989 -3.285 -1.779
N -0.250 -3.479 -3.018
H -0.324 -5.248 1.145
C -4.387 2.255 -2.440
N -1.337 2.347 -1.391
O -1.351 0.725 1.246
C 4.005 0.923 -1.107
C -1.107 0.770 2.566
H -0.966 -3.477 -2.282
N 2.472 -0.636 1.343
C 0.918 3.923 0.568
C 0.586 -4.760 1.448
N 1.388 -1.290 0.641
H 2.592 0.755 -5.863
H -2.350 3.780 0.535
C -3.287 -3.113 -0.978
H -0.112 -3.784 4.532
H -5.074 2.247 -3.296
H -4.422 1.001 0.904
H -2.429 -0.856 3.003
H -1.963 -0.873 5.414
H 2.859 -0.819 -5.349
N -3.866 0.897 -2.178
N -0.398 -3.969 3.576
H 0.461 -0.566 -5.603
C -0.623 0.800 5.331
N 0.827 3.946 2.738
O -2.426 -4.225 4.493
C -1.731 -4.224 3.515
H 0.571 0.931 -4.655
O 3.089 3.202 -1.956
C -1.536 -2.548 1.009
H 1.806 -1.657 -0.226
H 1.637 -5.367 -0.303
H -0.415 0.797 6.388
H 3.956 -4.125 -0.844
C 4.752 2.121 0.921
C 0.991 -0.065 -4.794
C -4.224 2.868 -0.002
H 3.967 -3.352 2.638
H 4.163 0.045 -0.479
H 1.083 -2.124 1.166
C 1.210 4.684 1.661
C 0.668 -4.122 2.684
H 3.569 5.270 -0.628
N 0.355 2.735 0.963
C -0.043 1.751 4.518
P 0.672 -0.958 -3.144
C -3.279 -3.939 0.125
H -3.051 0.717 -2.754
H -1.471 -2.094 -4.091
H -0.857 2.206 -2.286
H 0.889 4.249 3.697
C 1.705 -4.842 0.638
H -2.692 2.834 -3.627
N 3.882 4.407 -0.192
H -3.965 -4.768 0.208
C 3.012 -3.709 2.281
C 2.933 -4.322 1.033
H -3.109 -5.117 2.347
H -2.381 -1.383 -1.898
O 1.669 1.108 -0.662
C 1.898 -3.601 3.091
N -1.535 -1.759 -0.062
H -3.626 1.038 -0.644
C -2.289 3.467 -1.599
H -4.574 0.202 -2.393
C -3.246 3.213 -2.765
H -3.437 4.806 -0.393
C -2.369 -3.673 1.160
H -5.976 2.064 -0.990
C -1.734 -0.142 3.425
H 4.662 0.892 -1.983
O -0.267 -0.192 -2.235
C 3.701 3.262 -0.903
H -1.710 4.368 -1.858
H 4.976 -3.880 0.587
O 1.679 -1.877 -2.522
N -3.741 1.506 0.337
F 5.232 3.203 2.914
H 1.648 5.657 1.752
C -2.396 -2.048 -1.045
H 2.090 -0.072 2.102
H -0.882 -2.256 1.818
*
```

Calculated values
Energy relative to the best compared isomer or geometry (same formula, charge and spin) = 1.874 eV
HOMO = -14.8 eV
HOMO-LUMO gap = 0.297 Eh
E = -3974.2297 a.u.



# 3
This record from the Open Molecules 2025 dataset describes a molecular structure, C42H44N2O5S2 at a distorted geometry. The level of theory is the ωB97M-V functional and the def2-TZVPD basis.

Geometry as ORCA input:
```
! RIJCOSX wB97M-V def2-TZVPD def2/J DEFGRID3
* xyz 0 1
C -2.971 3.367 -0.883
H 6.968 0.835 -1.176
O 1.571 -0.488 3.055
H -1.585 -1.280 -3.090
C 0.657 -2.820 -1.147
H 0.663 -2.449 2.216
C -2.022 -2.804 4.835
H 5.576 -4.966 0.125
C 2.031 -3.689 1.128
C 1.904 -1.095 -3.418
C -3.522 2.070 -1.393
C -0.046 4.208 3.344
C -2.779 -3.807 4.224
H 0.885 2.212 -4.179
C 1.641 -3.769 -1.284
C -2.280 -1.418 2.873
H 6.815 -0.554 -2.279
H 1.999 -0.865 -4.491
C 6.367 -0.048 -1.416
C -5.454 0.635 -1.759
C 1.069 1.912 4.495
C 4.951 0.348 -1.702
C 1.028 -2.747 1.236
C 4.691 -4.558 0.612
H 6.422 -0.738 -0.563
N 0.882 1.385 -2.225
N -1.326 1.337 -2.144
C -3.210 -0.250 -2.075
C -0.296 -0.089 1.274
H -2.815 4.103 -1.684
C 0.776 1.956 3.130
H 2.215 -2.135 -3.275
H -7.415 1.165 -2.470
H -2.965 -4.746 4.747
H -0.004 -2.607 -1.988
H -1.775 -1.653 -1.352
H 0.089 3.131 1.465
H -3.903 -4.377 2.458
C 0.501 -2.094 0.071
H 2.526 -4.079 2.020
H 1.873 -4.233 -2.242
H -0.076 5.006 5.351
C 2.471 -4.049 -0.171
H -7.198 -0.558 -2.094
C -3.078 -2.401 2.274
C 2.763 3.408 -1.277
H -3.516 -2.216 1.294
C 2.743 -0.198 -2.567
C -4.596 -0.422 -2.068
H 0.808 3.403 -2.856
C -0.197 0.727 -1.778
O 2.064 1.008 1.081
O 3.709 -4.524 -0.445
H -2.035 3.235 -0.323
C 2.272 1.047 -2.111
C -2.686 1.030 -1.840
H -3.700 3.811 -0.193
O -1.878 1.171 2.935
H 4.402 -1.570 -2.522
H -0.179 -0.153 -1.032
H 1.515 1.013 4.918
H -5.005 -1.408 -2.300
C -6.941 0.457 -1.779
S 1.158 0.538 2.114
C -1.780 -1.602 4.166
H 3.640 3.924 -0.869
H 1.977 3.443 -0.512
H -5.554 2.689 -1.098
H -7.375 0.632 -0.786
C 0.463 2.426 -3.190
C 3.170 2.008 -1.616
C -1.027 2.351 -3.181
C -2.316 -1.426 -2.283
H -1.421 2.019 -4.150
C 0.261 3.110 2.541
C 4.497 1.634 -1.406
C -4.901 1.867 -1.400
O -2.886 0.115 0.900
H 0.939 2.950 6.368
C 0.186 4.153 4.723
H 0.843 -1.015 -3.162
C 4.060 -0.563 -2.272
S -1.921 0.087 1.979
H 2.452 3.987 -2.156
H -1.206 -0.805 4.637
H -0.477 5.096 2.881
C -0.052 -0.792 0.120
H 4.368 -5.215 1.431
H 4.900 -3.550 1.000
H -1.616 -2.945 5.837
C 0.748 3.009 5.296
H -1.487 3.299 -2.912
H 5.188 2.366 -0.981
H -2.919 -2.307 -2.534
C -3.307 -3.604 2.945
*
```

Calculated values
Energy relative to the best compared isomer or geometry (same formula, charge and spin) = 0.565 eV
HOMO = -5.8 eV
HOMO-LUMO gap = 0.192 Eh
E = -2908.6910 a.u.



# 4
This record from the Open Molecules 2025 dataset describes C4H5BrO2S in the gas phase at a distorted geometry. The level of theory is the ωB97M-V functional and the def2-TZVPD basis.

Geometry as ORCA input:
```
! RIJCOSX wB97M-V def2-TZVPD def2/J DEFGRID3
* xyz 0 1
C -0.251 1.021 -0.416
H -0.680 2.093 -0.493
H -1.406 -0.406 -2.151
H 0.250 0.920 -1.426
H 1.152 -0.342 2.243
C -1.297 -0.247 -0.238
S -0.712 -1.326 1.064
O 1.624 1.711 0.981
H 1.727 -1.064 0.933
C 0.855 0.887 0.609
Br -3.235 0.438 0.251
O -1.427 -0.980 -1.367
C 0.902 -0.472 1.259
*
```

Calculated values
Energy relative to the best compared isomer or geometry (same formula, charge and spin) = 0.000 eV
SMILES string = O=C1CS[C@@](O)(Br)C1
HOMO = -9.4 eV
HOMO-LUMO gap = 0.358 Eh
E = -3278.0675 a.u.



# 5
This record from the Open Molecules 2025 dataset describes 2 unconnected molecules or ions with the total composition C4H10IN2S at a distorted geometry. The level of theory is the ωB97M-V functional and the def2-TZVPD basis.

Geometry as ORCA input:
```
! RIJCOSX wB97M-V def2-TZVPD def2/J DEFGRID3
* xyz 1 1
C 0.020 0.873 0.292
S 0.321 1.378 -2.553
C 0.670 1.247 -1.014
H 1.489 2.434 0.648
N -2.604 -0.491 -0.786
H 2.847 -0.007 -0.424
H -1.591 -0.819 -0.301
H -3.315 -1.016 -0.250
N -0.384 -0.511 0.661
H 0.457 -1.087 0.654
I -1.494 2.210 1.220
H -0.857 -0.620 1.554
H -2.802 -0.933 -1.681
C 1.430 1.415 0.168
H 2.401 -0.227 1.088
H -2.892 0.496 -0.848
C 2.613 0.534 0.476
H 3.487 1.001 0.791
*
```

Calculated values
Energy relative to the best compared isomer or geometry (same formula, charge and spin) = 1.229 eV
HOMO = -12.2 eV
HOMO-LUMO gap = 0.276 Eh
E = -963.4673 a.u.



# 6
This record from the Open Molecules 2025 dataset describes a molecular structure, C36H28BaF5I2N4O7PS2. The level of theory is the ωB97M-V functional and the def2-TZVPD basis.

Geometry as ORCA input:
```
! RIJCOSX wB97M-V def2-TZVPD def2/J DEFGRID3
* xyz -2 1
F -3.273 -2.333 4.438
C 2.449 -0.736 2.158
N 2.781 0.501 1.811
C 3.363 -2.883 3.045
C -1.445 1.238 -4.217
C 1.624 3.445 -2.015
H -2.740 3.638 -0.386
C 4.923 -1.305 2.134
C -3.587 -1.383 2.296
C -0.669 3.279 1.716
F -2.243 -1.457 2.145
C 0.288 5.966 1.589
H 2.351 3.805 -2.741
C -2.809 3.235 -1.398
C 3.268 -2.699 -2.731
H -3.901 -4.111 -0.884
H -0.774 0.681 -4.874
F -7.607 -1.314 2.914
C -3.385 -3.572 -1.665
H 0.636 6.989 1.513
C 2.583 -0.127 -3.434
H 4.196 -4.726 3.756
O -1.528 3.304 -2.046
H -2.474 0.921 -4.396
H 4.171 -0.240 -4.896
H -3.495 3.844 -1.985
N -2.134 -3.264 -1.625
C 4.405 -3.761 3.308
C 1.810 2.568 1.596
H 4.799 -2.548 -4.245
O -1.116 2.081 1.728
F -6.613 -0.418 0.614
C 1.166 4.909 1.481
I 0.552 -4.799 0.767
C -4.367 -0.877 1.241
O -2.899 4.322 2.136
O 0.697 2.619 -2.727
H 2.227 5.099 1.344
O 1.300 -1.241 2.337
H -3.187 2.212 -1.346
C 3.638 -0.762 -4.111
F -5.978 -2.299 4.862
O 0.417 -1.903 -0.583
H 1.121 4.296 -1.551
S -3.722 -0.330 -0.273
C -4.091 -1.858 3.489
H 2.337 -3.138 3.272
C -1.766 -2.542 -2.726
C 5.965 -2.182 2.394
H -0.754 -2.170 -2.798
C 1.714 -3.874 -0.695
H 6.522 -4.107 3.172
C -5.741 -0.878 1.525
C 5.710 -3.415 2.981
O -1.117 0.937 -2.867
H -3.541 2.339 1.855
Ba -0.442 -0.097 0.796
C 0.736 3.578 1.555
C -2.757 -2.313 -3.628
N 1.896 -0.708 -2.483
C 2.776 -4.568 -1.270
H -4.561 3.436 2.820
H -3.067 2.755 3.510
I 5.110 -5.149 -3.068
C -5.457 -1.840 3.708
C 1.365 -2.561 -1.073
C 2.201 -1.976 -2.130
C -1.061 5.697 1.826
H 5.100 -0.341 1.675
H 2.997 -5.567 -0.920
N 1.668 1.300 1.600
C -6.275 -1.341 2.713
H 2.137 2.869 -1.242
C -3.537 3.130 2.600
H -1.352 2.304 -4.426
C 3.981 -2.037 -3.754
P -0.533 2.029 -1.833
C -1.537 4.406 1.917
H -2.700 -1.769 -4.556
H 2.296 0.892 -3.679
C 3.538 -4.008 -2.266
H 2.824 2.966 1.731
H 6.981 -1.909 2.130
S -4.220 -3.013 -3.069
H -1.775 6.503 1.952
C 3.612 -1.648 2.456
*
```

Calculated values
Energy relative to the best compared isomer or geometry (same formula, charge and spin) = 0.360 eV
HOMO = -2.3 eV
HOMO-LUMO gap = 0.207 Eh
E = -4392.5110 a.u.



# 7
This record from the Open Molecules 2025 dataset describes a molecular structure, C39H45N7NiO4STe at a distorted geometry. The level of theory is the ωB97M-V functional and the def2-TZVPD basis.

Geometry as ORCA input:
```
! RIJCOSX wB97M-V def2-TZVPD def2/J DEFGRID3
* xyz -1 2
H -2.111 8.057 1.710
C -1.527 0.016 -2.504
C -0.917 6.464 0.888
O -0.549 -2.105 -1.957
C -0.206 -2.194 3.325
H 2.440 3.678 1.252
C 5.668 2.461 -2.441
H 2.786 -5.532 0.641
H -2.183 -2.532 3.559
N 4.356 -2.508 -0.840
C -2.842 -1.070 0.851
H 5.115 1.228 -0.089
H 0.447 4.091 -2.119
C 3.164 2.740 -2.370
C 1.821 1.876 -0.564
C 3.905 -2.085 -2.072
H 3.927 0.174 1.538
H -3.219 1.273 2.052
H -3.504 3.926 -0.836
C 2.988 1.390 0.043
H -6.959 2.358 0.253
H 1.409 2.983 2.494
H -2.239 0.528 -1.856
C -5.079 -0.430 -0.188
H 1.820 -1.687 -2.677
O -1.890 -0.660 1.564
C 3.276 -2.646 -0.038
C -1.523 -5.562 0.211
H -3.314 -6.710 0.476
C 2.964 0.652 1.353
H 0.852 6.441 2.089
H 5.308 -2.695 -0.583
H 0.291 -8.939 -0.158
H 0.516 -0.435 3.849
H 5.609 3.184 -3.254
H -2.626 6.140 -0.358
H 2.588 -5.217 -1.088
C -2.302 -4.343 0.307
H 2.766 1.335 2.185
C -4.044 1.056 1.385
H -3.384 -4.486 0.348
C 2.555 -1.982 -1.949
C -1.523 4.322 -0.088
N -1.297 -2.971 3.356
C 4.217 1.605 -0.570
C -1.619 -7.981 0.186
H -0.945 0.766 -3.041
C -2.244 -6.765 0.307
Te -0.065 1.451 0.368
Ni 0.111 -2.515 -0.037
H -2.231 3.767 -2.043
C 0.181 5.850 1.472
H -1.082 -0.686 4.323
C -1.207 7.925 1.110
C -0.409 3.713 0.505
S 1.149 -2.617 2.411
H -6.940 0.234 -1.016
C 0.444 4.492 1.298
H 3.221 3.257 -3.324
H -2.456 2.512 -0.826
H 3.740 -6.470 -0.541
C 0.714 3.106 -2.508
C -0.122 -5.556 -0.026
H -0.385 8.413 1.634
H -2.069 -0.604 -3.215
H -0.158 2.466 -2.380
N -0.187 -1.105 4.119
H -5.092 2.880 1.797
H -1.331 -3.674 2.633
O 0.561 -4.477 -0.133
H 2.197 -0.119 1.370
C 2.777 -5.993 -0.348
H -1.364 8.446 0.164
H 3.335 -2.967 0.988
C 0.496 -6.844 -0.158
O 1.833 -7.048 -0.418
C -0.613 -0.861 -1.678
C -2.480 3.586 -0.993
N -3.005 -2.245 0.288
H 0.925 3.202 -3.574
C -1.759 5.682 0.111
H -5.046 -1.361 -0.737
C 1.912 2.554 -1.783
C -4.023 -0.141 0.676
C 4.327 2.276 -1.781
H 4.569 -1.898 -2.896
N 2.180 -2.334 -0.677
H -2.174 -8.906 0.265
H 6.032 1.518 -2.857
N 0.132 -0.410 -0.696
C -5.097 1.950 1.241
C -0.240 -8.000 -0.047
C -6.127 0.464 -0.338
H 2.064 4.615 2.707
C 1.658 3.913 1.977
C -6.141 1.658 0.377
N -1.912 -3.120 0.341
H 6.414 2.812 -1.726
*
```

Calculated values
HOMO (alpha / beta) = -3.8 / -3.7 eV
HOMO-LUMO gap (alpha / beta) = 0.197 / 0.195 Eh
E = -4371.9285 a.u.
Expectation value of S² = 0.7705



Question: Which of these has the highest E?
Answer: C4H10IN2S